# 1
Below is 2 unconnected molecules or ions with the total composition H10O3Si4, with properties calculated with ωB97M-V/def2-TZVPD.

The energy above the lowest of the compared OMol25 structures with the same formula, charge and spin is 303.3 kJ/mol. Its molar mass is 170.421 g/mol. Its LUMO energy is 0.308 eV. For the HOMO energy, the calculation gives -10.72 eV. The total energy comes out at -1389.74026 a.u.

Structure (ORCA input):
```
! RIJCOSX wB97M-V def2-TZVPD def2/J DEFGRID3
* xyz 0 1
Si 2.13496 -1.40297 0.63199
Si -2.10329 -0.45782 0.79500
Si -1.11829 2.54517 1.20341
Si 0.83329 -0.76226 -2.27168
O 1.41335 -0.96161 -0.77422
O -1.84650 -1.40397 1.94601
O -1.72885 1.10628 0.70963
H 1.61517 -2.74594 0.70368
H -1.58105 2.42439 2.61038
H 3.60434 -1.30242 0.62886
H 1.04952 0.73962 -2.62253
H 1.45347 -1.41554 -3.30988
H 1.54117 -0.32433 1.24426
H -0.53279 -1.32434 -2.37752
H -2.96759 -0.56482 -0.36973
H 0.23701 2.40152 0.73679
H -2.00390 3.44907 0.51555
*
```

=====

# 2
Below is 5 unconnected molecules or ions with the total composition H10O4S, with properties calculated with ωB97M-V/def2-TZVPD.

The energy above the lowest of the compared OMol25 structures with the same formula, charge and spin is 106.8 kJ/mol. Its molar mass is 106.143 g/mol. Its LUMO energy is 0.559 eV. For the HOMO energy, the calculation gives -9.64 eV. The total energy comes out at -705.10635 a.u.

Structure (ORCA input):
```
! RIJCOSX wB97M-V def2-TZVPD def2/J DEFGRID3
* xyz 0 1
S -2.78879 2.21306 -0.71745
O 2.94711 -1.57442 0.26291
O 1.67844 -5.05420 0.15507
O -0.56391 -0.11829 1.31923
O 0.70750 2.48575 -0.57728
H -0.63947 0.83242 1.27993
H 1.10870 3.34892 -0.36097
H 0.07140 -0.16317 0.58706
H 0.44282 2.42752 -1.47296
H 1.14275 -5.37181 0.87758
H 2.56709 -4.79174 0.46235
H -2.44010 1.72670 0.52632
H 3.39554 -1.52717 -0.58117
H 3.67736 -1.42470 0.88257
H -3.31610 3.31359 -0.26557
*
```

=====

# 3
Below is 5 unconnected molecules or ions with the total composition H10O4S2, with properties calculated with ωB97M-V/def2-TZVPD.

The energy above the lowest of the compared OMol25 structures with the same formula, charge and spin is 73.4 kJ/mol. Its molar mass is 138.210 g/mol. Its LUMO energy is -0.020 eV. For the HOMO energy, the calculation gives -9.35 eV. The total energy comes out at -1103.30237 a.u.

Structure (ORCA input):
```
! RIJCOSX wB97M-V def2-TZVPD def2/J DEFGRID3
* xyz 0 1
S -2.01590 -1.85427 1.65520
S -2.50338 -0.24522 0.48152
O 1.40253 -0.12480 1.99767
O 1.38108 -1.39820 -4.05588
O 0.20018 3.38794 1.51748
O 0.71966 -0.98616 -0.85521
H 1.39631 -1.40889 -3.08722
H 0.97626 -0.34615 1.17598
H 0.22142 4.29117 1.81773
H -0.21978 -0.97418 -0.66756
H 0.44883 -1.33376 -4.32844
H -3.23511 -2.42230 1.71576
H 2.16065 -0.74259 1.94012
H 0.05251 3.40688 0.57600
H 0.94200 -0.07947 -1.03700
H -1.92726 0.83000 1.15385
*
```

=====

# 4
Below is 5 unconnected molecules or ions with the total composition H10O5, with properties calculated with ωB97M-V/def2-TZVPD.

The energy above the lowest of the compared OMol25 structures with the same formula, charge and spin is 109.8 kJ/mol. Its molar mass is 90.075 g/mol. Its LUMO energy is -0.206 eV. For the HOMO energy, the calculation gives -10.74 eV. The total energy comes out at -382.18236 a.u.

Structure (ORCA input):
```
! RIJCOSX wB97M-V def2-TZVPD def2/J DEFGRID3
* xyz 0 1
O 1.77308 -0.88818 0.49922
O -2.40687 2.90895 -0.80104
O -0.49455 0.68599 -0.37525
O 0.55352 1.25228 2.96801
O -0.03269 -2.51686 -2.30175
H 0.62807 -3.10501 -1.92270
H -1.02393 0.15808 -0.98288
H -1.89914 3.27815 -1.52945
H 0.24265 0.65041 2.28404
H 0.25007 0.11320 -0.12819
H 1.45000 -1.57386 1.09542
H 1.22130 0.76258 3.45792
H -1.83741 2.21321 -0.44262
H 2.36714 -1.34364 -0.10745
H -0.79126 -2.59530 -1.71330
*
```

=====

# 5
Below is 5 unconnected molecules or ions with the total composition H10O5, with properties calculated with ωB97M-V/def2-TZVPD.

The energy above the lowest of the compared OMol25 structures with the same formula, charge and spin is 138.6 kJ/mol. Its molar mass is 90.075 g/mol. Its LUMO energy is 0.469 eV. For the HOMO energy, the calculation gives -11.26 eV. The total energy comes out at -382.17139 a.u.

Structure (ORCA input):
```
! RIJCOSX wB97M-V def2-TZVPD def2/J DEFGRID3
* xyz 0 1
O -1.69825 2.14123 2.97044
O 4.44075 -0.17454 2.83553
O -3.28401 -1.43127 -0.25275
O 1.33144 0.31991 -1.32294
O -0.65781 -1.25085 -5.52239
H 2.06292 0.10320 -0.74483
H -0.50260 -1.46627 -4.60275
H -1.61092 -1.24817 -5.61070
H 4.39534 0.74925 2.58894
H 5.10115 -0.20598 3.52771
H -1.50151 2.94946 2.49685
H -1.84719 2.42227 3.87325
H 0.56191 -0.03916 -0.88121
H -3.75725 -2.09540 0.24846
H -3.03392 -0.77373 0.39635
*
```

=====

# 6
Below is 5 unconnected molecules or ions with the total composition H10O5, with properties calculated with ωB97M-V/def2-TZVPD.

The energy above the lowest of the compared OMol25 structures with the same formula, charge and spin is 195.9 kJ/mol. Its molar mass is 90.075 g/mol. Its LUMO energy is 0.094 eV. For the HOMO energy, the calculation gives -10.69 eV. The total energy comes out at -382.14957 a.u.

Structure (ORCA input):
```
! RIJCOSX wB97M-V def2-TZVPD def2/J DEFGRID3
* xyz 0 1
O -2.25067 -2.62387 1.17220
O -1.24567 2.20113 0.10320
O -0.45467 -0.38987 0.71320
O 2.17233 1.94513 0.04620
O 1.77833 -1.06187 -1.21180
H -1.46867 1.85313 -0.77780
H 1.47433 -1.12987 -2.10680
H -0.79967 0.42513 0.76420
H 0.21733 -0.38687 0.01320
H 1.72833 1.69613 0.86320
H 2.55033 -0.75087 -1.49980
H -1.77067 -3.23587 0.65120
H 1.94333 1.06213 -0.56080
H -1.68667 -1.86187 1.36320
H -2.18767 2.25813 0.46720
*
```

=====

# 7
Below is 5 unconnected molecules or ions with the total composition H10O5, with properties calculated with ωB97M-V/def2-TZVPD.

The energy above the lowest of the compared OMol25 structures with the same formula, charge and spin is 123.3 kJ/mol. Its molar mass is 90.075 g/mol. Its LUMO energy is 0.518 eV. For the HOMO energy, the calculation gives -11.22 eV. The total energy comes out at -382.17720 a.u.

Structure (ORCA input):
```
! RIJCOSX wB97M-V def2-TZVPD def2/J DEFGRID3
* xyz 0 1
O 2.28831 -0.98096 -0.25036
O -0.74674 0.99628 0.87281
O -0.31672 -1.54845 0.27246
O 1.70778 1.52445 -0.41861
O -3.00701 0.06971 -0.51545
H 0.03914 -1.86160 1.03368
H -0.02714 1.40664 0.52792
H -1.50172 1.11576 0.28040
H 1.83986 2.13202 0.34773
H -2.46131 -0.55529 -0.08689
H 2.08047 -1.54767 0.57367
H 1.55550 -1.23462 -0.83010
H -3.07008 -0.17183 -1.43765
H -0.21264 -0.54894 0.28950
H 2.35300 0.77732 -0.38506
*
```

=====

# 8
Below is a molecular structure, H10O5, with properties calculated with ωB97M-V/def2-TZVPD.

The energy above the lowest of the compared OMol25 structures with the same formula, charge and spin is 524.3 kJ/mol. Its molar mass is 90.075 g/mol. Its LUMO energy is 0.213 eV. For the HOMO energy, the calculation gives -8.46 eV. The total energy comes out at -382.02449 a.u.

Structure (ORCA input):
```
! RIJCOSX wB97M-V def2-TZVPD def2/J DEFGRID3
* xyz 0 1
O 13.84590 23.62594 5.38021
O 13.24672 22.77665 3.40018
O 12.10854 22.86091 6.39397
O 12.63699 25.23923 6.03004
O 15.58457 24.70145 6.01965
H 13.13405 24.52554 5.63028
H 12.74536 22.07965 2.97704
H 12.95566 22.93429 5.95438
H 15.74600 24.46560 6.93319
H 13.67503 23.23396 4.52383
H 13.42556 23.40326 2.69903
H 12.52324 24.97113 6.94186
H 12.24898 23.25806 7.25349
H 15.77804 25.63786 5.97576
H 14.77966 23.83601 5.36597
*
```